# C21H37HgO11

C21H37HgO11 as an isolated structure (wB97M-V/def2-TZVPD, OMol25).

Geometry as XYZ:
```
70
Properties=species:S:1:pos:R:3
Hg -1.353 0.653 -0.219
C -2.927 -3.055 0.419
C -3.127 -1.838 1.290
O -3.135 -0.654 0.599
H -3.837 -3.422 -0.053
H -2.453 -3.815 1.064
H -2.138 -2.903 -0.320
H -2.342 -1.785 2.071
H -4.093 -1.958 1.816
C -4.705 3.196 -2.466
C -3.950 1.872 -2.611
O -3.131 1.548 -1.560
H -3.981 3.825 -1.941
H -5.667 3.099 -1.959
H -4.985 3.590 -3.451
H -3.362 1.915 -3.546
H -4.759 1.124 -2.725
C -1.565 3.053 2.162
O -2.200 2.246 1.265
H -1.634 4.132 1.912
H -1.895 2.866 3.197
H -0.447 3.009 2.158
O -0.055 -0.588 1.815
C -0.059 -1.173 2.850
O 0.014 -0.496 4.035
C -0.292 -1.326 5.133
C 0.132 -2.751 4.707
C -0.048 -2.644 3.185
H -1.359 -1.263 5.341
H 0.336 -1.093 5.992
H -0.523 -3.541 5.074
H 1.148 -3.030 4.983
H -0.960 -3.143 2.858
H 0.745 -3.211 2.694
O 0.824 1.455 0.358
C 1.660 2.046 0.985
O 2.224 3.154 0.487
C 3.259 3.670 1.319
C 3.051 2.889 2.643
C 2.140 1.704 2.348
H 3.319 4.746 1.464
H 4.250 3.395 0.942
H 2.708 3.545 3.445
H 3.874 2.386 3.163
H 1.318 1.735 3.063
H 2.641 0.743 2.425
O -0.277 1.265 -2.369
C 0.506 1.364 -3.249
O 0.196 1.310 -4.601
C 1.424 1.364 -5.326
C 2.603 1.098 -4.294
C 1.973 1.672 -3.063
H 1.716 2.245 -5.897
H 1.407 0.519 -6.017
H 3.412 1.606 -4.818
H 2.803 0.033 -4.190
H 2.206 2.721 -2.898
H 2.260 1.049 -2.214
O -0.246 -1.400 -0.923
C 0.431 -2.338 -1.201
O 0.590 -3.348 -0.314
C 1.564 -4.287 -0.772
C 2.195 -3.759 -2.060
C 1.238 -2.607 -2.483
H 1.094 -5.264 -0.890
H 2.403 -4.502 -0.106
H 2.220 -4.545 -2.811
H 3.157 -3.321 -1.807
H 0.571 -2.961 -3.268
H 1.895 -1.821 -2.843
```

Values from the calculation:
energy = -49068.188 eV
frontier orbital gap = 4.2 eV
relative energy (zero: lowest compared OMol25 entry of this formula, charge and spin) = 24.0 kcal/mol
charge = -1

These are the Mulliken partial charges, in e, on atoms 1 to 8: atom 1 (Hg): 2.52, atom 2 (C): -0.70, atom 3 (C): 0.41, atom 4 (O): -0.68, atom 5 (H): 0.41, atom 6 (H): 0.29, atom 7 (H): -0.21, atom 8 (H): -0.59

# C21H37N3O3S

C21H37N3O3S as an isolated structure (wB97M-V/def2-TZVPD, OMol25).

Geometry as XYZ:
```
65
Properties=species:S:1:pos:R:3
C -1.528 -3.177 3.378
C -1.028 -4.107 2.236
C -0.358 -3.231 1.191
C -0.923 -2.872 -0.002
C -2.299 -3.324 -0.444
C -3.454 -2.715 0.380
C -3.663 -1.248 0.080
O -4.570 -0.719 1.056
C -4.133 0.540 1.540
C -0.222 -1.997 -0.914
C 1.008 -1.504 -0.610
N 1.652 -0.613 -1.541
C 1.107 0.548 -1.572
C 0.735 1.358 -0.355
C 0.769 1.190 -2.891
C 1.664 -1.869 0.610
N 2.860 -1.491 1.019
S 3.052 -2.185 2.482
N 1.667 -2.980 2.597
C 0.947 -2.744 1.505
H -1.256 -2.155 3.120
H -1.047 -3.407 4.326
H -2.612 -3.195 3.473
H -1.830 -4.687 1.794
H -0.229 -4.738 2.621
H -2.427 -2.999 -1.477
H -2.366 -4.410 -0.395
H -3.212 -2.851 1.427
H -4.353 -3.274 0.123
H -4.156 -1.131 -0.890
H -2.739 -0.668 0.128
H -3.888 1.200 0.702
H -3.257 0.399 2.177
H -4.929 1.019 2.105
H -0.670 -1.722 -1.858
H 1.414 2.208 -0.309
H -0.305 1.679 -0.439
H 0.824 0.799 0.573
H -0.262 0.913 -3.109
H 1.473 0.929 -3.672
H 0.786 2.271 -2.734
C 0.065 2.194 3.848
C -0.562 0.845 4.165
C 0.364 -0.010 5.017
O -0.871 0.158 2.951
H 0.993 2.062 3.283
H -0.607 2.792 3.231
H 0.290 2.750 4.759
H -1.508 0.994 4.687
H 1.300 -0.208 4.487
H -0.095 -0.976 5.230
H 0.597 0.482 5.963
H -0.045 0.015 2.475
C 3.088 4.794 -6.413
C 3.110 3.858 -5.214
C 4.496 3.271 -4.996
O 2.161 2.808 -5.400
H 3.354 4.254 -7.325
H 2.088 5.203 -6.560
H 3.787 5.621 -6.283
H 2.797 4.401 -4.320
H 4.804 2.684 -5.866
H 4.495 2.598 -4.137
H 5.236 4.053 -4.825
H 2.418 2.314 -6.187
```

Values from the calculation:
energy = -43823.754 eV
frontier orbital gap = 7.7 eV
charge = 0

These are the Mulliken partial charges, in e, on atoms 1 to 8: atom 1 (C): -1.11, atom 2 (C): -1.14, atom 3 (C): 0.28, atom 4 (C): 0.92, atom 5 (C): -1.62, atom 6 (C): 0.00, atom 7 (C): -0.23, atom 8 (O): -0.39

# C21H37N3O7PtSSi

C21H37N3O7PtSSi as an isolated structure (wB97M-V/def2-TZVPD, OMol25).

Geometry as XYZ:
```
71
Properties=species:S:1:pos:R:3
Pt -0.498 -2.545 0.393
N -1.046 -3.264 -1.462
C -2.336 -2.641 -1.835
C -3.244 -2.612 -0.630
O -4.438 -2.790 -0.708
N -2.548 -2.355 0.552
C -3.189 -2.556 1.715
C -2.585 -4.401 2.369
O -3.425 -4.684 3.159
O -1.564 -4.653 1.796
H -1.105 -4.278 -1.471
H -0.317 -2.960 -2.102
H -2.111 -1.614 -2.122
H -2.826 -3.169 -2.650
H -2.771 -2.090 2.597
H -4.267 -2.665 1.683
S 1.800 -3.049 0.509
C 1.538 -2.420 2.104
C 2.394 -2.342 3.197
C 1.913 -1.775 4.358
C 0.612 -1.275 4.415
C -0.189 -1.396 3.302
N 0.268 -1.984 2.192
H 3.402 -2.723 3.118
H 2.554 -1.706 5.227
H 0.228 -0.802 5.306
H -1.201 -1.025 3.280
C -2.085 3.481 -0.143
C -1.842 1.983 -0.247
C -2.894 1.332 -1.137
C -1.865 1.351 1.141
O -0.561 1.832 -0.865
Si 0.498 0.563 -0.767
O -0.261 -0.840 -0.913
O 1.579 0.837 -1.974
C 1.347 1.132 -3.354
C 2.596 0.673 -4.094
C 1.156 2.636 -3.510
C 0.123 0.383 -3.875
O 1.336 0.607 0.648
C 2.367 1.516 1.063
C 2.103 2.942 0.585
C 3.700 1.004 0.531
C 2.357 1.480 2.585
H -3.063 3.687 0.297
H -2.045 3.934 -1.135
H -1.317 3.944 0.478
H -3.897 1.470 -0.729
H -2.691 0.266 -1.214
H -2.860 1.771 -2.136
H -2.834 1.523 1.614
H -1.081 1.775 1.770
H -1.704 0.277 1.056
H 3.473 1.182 -3.692
H 2.520 0.898 -5.160
H 2.734 -0.402 -3.968
H 2.046 3.162 -3.160
H 0.300 2.969 -2.923
H 0.994 2.894 -4.558
H 0.250 -0.691 -3.725
H -0.011 0.575 -4.941
H -0.779 0.705 -3.349
H 2.082 2.998 -0.502
H 2.893 3.601 0.951
H 1.146 3.303 0.965
H 3.704 1.027 -0.558
H 3.853 -0.027 0.856
H 4.524 1.616 0.904
H 1.371 1.760 2.962
H 3.095 2.174 2.990
H 2.593 0.474 2.940
```

Values from the calculation:
energy = -63144.458 eV
frontier orbital gap (spin up / spin down) = 4.7 / 4.7 eV
relative energy (zero: lowest compared OMol25 entry of this formula, charge and spin) = 0.0 kcal/mol
charge = 0

These are the Mulliken partial charges, in e, on atoms 1 to 8: atom 1 (Pt): 2.26, atom 2 (N): -0.47, atom 3 (C): 0.30, atom 4 (C): 0.24, atom 5 (O): -0.64, atom 6 (N): -0.23, atom 7 (C): -0.95, atom 8 (C): 0.81

# C21H38ClF3I2N3O3S

C21H38ClF3I2N3O3S as an isolated structure (wB97M-V/def2-TZVPD, OMol25).

Geometry as XYZ:
```
72
Properties=species:S:1:pos:R:3
C 3.641 -4.657 3.186
C 2.504 -4.933 2.219
N 1.384 -4.001 2.456
N 0.788 -3.456 1.326
C 1.279 -2.591 0.498
I 3.121 -1.754 0.655
C 0.302 -2.239 -0.549
I 1.188 -3.525 -2.152
C 0.328 -0.856 -1.196
C -0.159 0.342 -0.349
C 0.049 0.236 1.152
Cl 0.802 1.757 -0.916
C -1.096 -2.899 -0.110
S -1.693 -3.851 -1.556
C -2.212 -1.902 0.229
C -3.603 -2.532 0.382
C -4.481 -1.614 1.186
F -4.081 -1.526 2.451
F -5.737 -2.020 1.198
F -4.467 -0.369 0.704
C -0.587 -3.857 1.002
N -1.404 -4.112 2.162
H 4.262 -3.825 2.859
H 4.277 -5.532 3.290
H 3.248 -4.419 4.175
H 2.838 -4.883 1.181
H 2.156 -5.950 2.394
H 1.602 -3.269 3.121
H 1.331 -0.654 -1.560
H -0.295 -0.931 -2.086
H -1.177 0.618 -0.602
H -0.424 1.056 1.680
H 1.114 0.299 1.373
H -0.300 -0.706 1.566
H -2.052 -4.984 -0.948
H -2.015 -1.389 1.162
H -2.278 -1.215 -0.612
H -4.098 -2.671 -0.574
H -3.575 -3.470 0.929
H -0.439 -4.813 0.474
H -0.828 -4.582 2.856
H -2.103 -4.798 1.901
C -1.141 2.354 -4.507
C -1.790 1.028 -4.214
O -1.573 0.436 -3.177
C -2.718 0.470 -5.261
H -0.500 2.641 -3.676
H -0.542 2.284 -5.416
H -1.904 3.119 -4.654
H -2.180 0.328 -6.199
H -3.542 1.163 -5.437
H -3.118 -0.485 -4.929
C -1.242 4.395 3.579
C -0.687 4.162 2.197
O -0.188 3.104 1.878
C -0.777 5.307 1.221
H -1.116 3.499 4.182
H -0.721 5.226 4.056
H -2.303 4.642 3.519
H -0.238 6.173 1.608
H -1.821 5.589 1.071
H -0.343 5.012 0.268
C 3.825 3.342 -1.299
C 3.631 4.816 -1.576
O 2.659 5.218 -2.169
C 4.705 5.752 -1.075
H 2.979 2.798 -1.713
H 4.750 2.990 -1.759
H 3.874 3.168 -0.223
H 5.665 5.499 -1.526
H 4.798 5.670 0.009
H 4.446 6.775 -1.336
```

Values from the calculation:
energy = -80710.289 eV
frontier orbital gap = 6.9 eV
relative energy (zero: lowest compared OMol25 entry of this formula, charge and spin) = 0.0 kcal/mol
charge = +1

These are the Mulliken partial charges, in e, on atoms 1 to 8: atom 1 (C): -1.16, atom 2 (C): -0.33, atom 3 (N): -0.92, atom 4 (N): 0.92, atom 5 (C): -0.88, atom 6 (I): 0.37, atom 7 (C): -0.76, atom 8 (I): 0.27

# C21H38GeReS4SbSi4

C21H38GeReS4SbSi4 as an isolated structure (wB97M-V/def2-TZVPD, OMol25).

Geometry as XYZ:
```
70
Properties=species:S:1:pos:R:3
Re -0.179 0.060 1.006
S -0.662 -1.842 -0.250
Sb -1.315 0.085 -1.565
S 0.990 1.084 -0.685
S -2.192 1.007 0.592
S -1.943 0.403 -3.617
C 3.261 -1.544 4.610
Si 2.792 -0.737 2.989
C 3.187 -1.807 1.505
C 3.368 1.037 2.811
Ge 0.316 -0.516 3.162
Si -1.217 1.580 4.658
C -2.981 1.282 4.216
C -0.591 0.946 6.269
C -0.347 3.015 3.887
Si -1.495 -3.738 3.112
C -3.123 -3.034 2.661
C -0.977 -3.809 4.866
C -0.497 -4.639 1.865
H 4.299 -1.882 4.563
H 2.648 -2.423 4.818
H 3.177 -0.857 5.453
H 4.070 -1.403 1.004
H 2.394 -1.857 0.754
H 3.422 -2.826 1.815
H 4.452 1.046 2.661
H 3.165 1.634 3.702
H 2.913 1.527 1.946
H -3.502 0.750 5.014
H -3.083 0.701 3.297
H -3.483 2.238 4.048
H -1.006 -0.027 6.529
H -0.933 1.657 7.035
H 0.496 0.919 6.326
H -0.007 2.816 2.870
H 0.511 3.329 4.483
H -1.054 3.849 3.825
H -3.721 -2.774 3.534
H -3.666 -3.769 2.057
H -3.002 -2.145 2.034
H -1.162 -2.884 5.414
H 0.054 -4.133 5.003
H -1.628 -4.570 5.323
H 0.284 -3.998 1.441
H -1.118 -4.998 1.044
H 0.014 -5.480 2.339
C 6.355 -1.342 -0.687
C 6.384 -0.030 -0.229
C 5.356 0.838 -0.564
C 4.300 0.400 -1.375
C 4.286 -0.924 -1.832
C 5.306 -1.792 -1.482
Si 3.054 1.610 -1.935
C 3.281 3.377 -1.519
C 2.805 4.054 -0.395
C 3.132 5.384 -0.196
C 3.939 6.047 -1.112
C 4.419 5.386 -2.233
C 4.091 4.055 -2.441
H 7.167 -2.014 -0.441
H 7.218 0.319 0.364
H 5.398 1.872 -0.240
H 3.496 -1.267 -2.491
H 5.307 -2.808 -1.854
H 2.394 1.298 -3.208
H 2.164 3.548 0.319
H 2.756 5.912 0.670
H 4.189 7.088 -0.955
H 5.042 5.905 -2.948
H 4.467 3.557 -3.330
```

Values from the calculation:
energy = -162403.057 eV
⟨S²⟩ = 0.83
2S+1 = 2
frontier orbital gap (spin up / spin down) = 5.6 / 5.8 eV
relative energy (zero: lowest compared OMol25 entry of this formula, charge and spin) = 0.0 kcal/mol
charge = +3

These are the Mulliken partial charges, in e, on atoms 1 to 8: atom 1 (Re): -0.06, atom 2 (S): -0.25, atom 3 (Sb): 0.60, atom 4 (S): 0.05, atom 5 (S): -0.26, atom 6 (S): -0.30, atom 7 (C): -1.05, atom 8 (Si): -0.03

# C21H38O18S3

A 8-piece molecular cluster, C21H38O18S3 overall (wB97M-V/def2-TZVPD, OMol25).

Geometry as XYZ:
```
80
Properties=species:S:1:pos:R:3
C 1.073 -3.305 5.962
C 0.480 -2.366 6.945
O -0.730 -2.985 7.370
C -1.129 -3.891 6.466
O -2.246 -4.373 6.373
O -0.114 -4.045 5.531
H 1.671 -3.947 6.609
H 1.716 -3.040 5.123
H 0.472 -1.355 6.538
H 1.208 -2.393 7.755
C 6.833 -6.945 -3.893
C 5.384 -6.315 -4.081
O 5.091 -6.167 -2.671
C 6.021 -6.540 -1.755
O 5.985 -6.336 -0.499
O 6.941 -7.298 -2.417
H 7.588 -6.201 -4.145
H 7.147 -7.627 -4.684
H 4.574 -6.879 -4.544
H 5.482 -5.333 -4.545
C -5.503 0.478 3.712
C -6.221 1.402 2.675
O -7.525 0.869 2.784
C -7.708 -0.126 3.640
O -8.760 -0.656 3.974
O -6.531 -0.416 4.212
H -5.081 1.064 4.529
H -4.706 -0.075 3.215
H -5.991 1.062 1.665
H -5.942 2.449 2.789
C -5.103 6.264 -2.731
C -6.184 6.386 -3.791
O -7.200 7.310 -3.345
C -6.789 7.675 -2.100
O -7.205 8.663 -1.438
O -5.763 6.973 -1.703
H -4.242 6.756 -3.185
H -4.968 5.199 -2.545
H -6.563 5.410 -4.097
H -5.788 6.894 -4.670
C 8.081 3.299 -3.259
C 7.370 3.502 -1.974
O 6.775 2.248 -1.724
C 7.204 1.315 -2.665
O 6.888 0.099 -2.723
O 8.047 1.931 -3.553
H 9.149 3.518 -3.286
H 7.691 4.004 -3.993
H 6.491 4.144 -1.922
H 7.977 3.724 -1.097
C 0.577 1.272 -2.640
S 0.374 0.857 -0.829
O -0.647 1.689 -0.141
C -0.216 -0.922 -1.082
H -0.277 0.751 -3.072
H 1.377 0.848 -3.247
H 0.546 2.359 -2.562
H -0.469 -1.262 -0.078
H 0.558 -1.669 -1.258
H -1.147 -0.937 -1.650
C 1.659 6.302 3.910
S 0.169 6.235 4.980
O 0.615 6.825 6.342
C -0.884 7.386 4.085
H 1.237 5.785 3.048
H 2.467 5.672 4.283
H 1.995 7.177 3.353
H -1.910 7.154 4.370
H -0.935 7.280 3.001
H -0.786 8.445 4.325
C -2.692 -6.728 -4.285
S -2.388 -8.521 -3.783
O -1.520 -9.101 -4.846
C -1.352 -8.063 -2.268
H -3.362 -6.469 -5.105
H -1.787 -6.122 -4.338
H -3.334 -6.217 -3.569
H -1.874 -7.433 -1.548
H -0.359 -7.649 -2.441
H -0.980 -8.968 -1.788
```

Values from the calculation:
energy = -91744.969 eV
frontier orbital gap = 9.0 eV
relative energy (zero: lowest compared OMol25 entry of this formula, charge and spin) = 153.5 kcal/mol
charge = 0

These are the Mulliken partial charges, in e, on atoms 1 to 8: atom 1 (C): -0.29, atom 2 (C): -0.26, atom 3 (O): -0.30, atom 4 (C): 0.67, atom 5 (O): -0.53, atom 6 (O): -0.35, atom 7 (H): 0.20, atom 8 (H): 0.33

# C21H39As3BrN3OPt

C21H39As3BrN3OPt as an isolated structure (wB97M-V/def2-TZVPD, OMol25).

Geometry as XYZ:
```
69
Properties=species:S:1:pos:R:3
Pt 0.535 -0.552 0.333
O -0.363 5.579 -0.645
C -0.156 4.278 -0.494
C 0.453 3.464 -1.452
C 0.605 2.127 -1.175
N 0.203 1.557 -0.026
C -0.376 2.360 0.882
Br -0.902 1.545 2.498
C -0.579 3.705 0.708
H -0.055 5.907 -1.500
H 0.794 3.861 -2.398
H 1.063 1.464 -1.898
H -1.052 4.312 1.466
C 3.953 0.449 -0.509
As 2.768 -0.016 0.948
C 2.842 1.564 2.056
C 3.663 -1.300 2.098
C 3.743 -2.771 1.654
C 4.594 -3.499 2.701
C 2.349 -3.417 1.688
As 0.998 -2.829 0.426
C 1.404 -3.587 -1.302
C -0.516 -3.878 1.008
C 4.399 -2.875 0.272
As 4.778 -4.721 -0.378
C 6.633 -4.869 0.224
C 5.185 -4.160 -2.209
H 4.980 0.274 -0.192
H 3.821 1.506 -0.733
H 3.745 -0.144 -1.396
H 3.882 1.725 2.338
H 2.238 1.423 2.949
H 2.484 2.431 1.503
H 3.146 -1.220 3.059
H 4.671 -0.902 2.243
H 4.184 -3.364 3.703
H 5.617 -3.119 2.698
H 4.627 -4.571 2.498
H 1.891 -3.265 2.670
H 2.437 -4.496 1.535
H 1.918 -4.531 -1.118
H 2.034 -2.933 -1.899
H 0.470 -3.771 -1.830
H -0.223 -4.926 1.044
H -1.350 -3.758 0.319
H -0.813 -3.551 2.004
H 5.338 -2.313 0.272
H 3.764 -2.417 -0.495
H 6.680 -5.135 1.277
H 7.180 -3.943 0.051
H 7.104 -5.669 -0.347
H 4.280 -3.828 -2.718
H 5.580 -5.015 -2.755
H 5.925 -3.359 -2.225
C -4.766 -1.849 1.110
C -3.568 -1.571 0.273
C -3.383 -1.583 -1.094
C -2.056 -1.192 -1.317
N -1.462 -0.952 -0.148
N -2.387 -1.205 0.807
C -1.337 -1.057 -2.615
H -5.536 -2.322 0.506
H -5.179 -0.925 1.517
H -4.527 -2.514 1.940
H -4.120 -1.829 -1.839
H -2.178 -1.009 1.772
H -1.161 -2.035 -3.065
H -0.376 -0.562 -2.481
H -1.934 -0.480 -3.320
```

Values from the calculation:
energy = -284721.342 eV
frontier orbital gap = 8.3 eV
relative energy (zero: lowest compared OMol25 entry of this formula, charge and spin) = 0.5 kcal/mol
charge = +2

These are the Mulliken partial charges, in e, on atoms 1 to 8: atom 1 (Pt): 0.20, atom 2 (O): -0.49, atom 3 (C): 0.84, atom 4 (C): -0.77, atom 5 (C): -0.38, atom 6 (N): -0.14, atom 7 (C): 0.21, atom 8 (Br): -0.11

What is the formula in the third record?
C21H37N3O7PtSSi

What is the formula in the sixth record?
C21H38O18S3